{"formula": "C2H6OSi2", "method": "ωB97M-V/def2-TZVPD", "spin_multiplicity": 3, "de_lowest_kj_mol": 88.6, "e_lumo_ev": [0.607, -4.069], "s2": 2.005, "e_tot_ha": -733.77292, "species": ["C", "C", "O", "Si", "Si", "H", "H", "H", "H", "H", "H"], "positions_angstrom": [[-2.92820, 1.10260, -0.46046], [-2.13915, 0.23217, -0.13333], [0.56099, 0.32198, 0.04432], [2.14731, 0.18311, 0.09979], [-0.70758, -0.96795, 0.20042], [-3.58919, 1.83841, -0.50343], [2.57414, 0.80145, -1.14305], [2.72149, 0.69193, 1.21720], [2.44802, -1.16327, 0.01392], [-0.62001, -1.28716, 1.58710], [-0.46783, -1.75326, -0.92247]]}

***

{"formula": "C6H7NO2S2", "method": "ωB97M-V/def2-TZVPD", "spin_multiplicity": 1, "de_lowest_kj_mol": 305.5, "e_lumo_ev": 0.118, "e_tot_ha": -1234.29020, "smiles": "C=C1SC=C[C@@]12N(C)S2(=O)=O", "species": ["C", "C", "S", "C", "C", "C", "N", "C", "S", "O", "O", "H", "H", "H", "H", "H", "H", "H"], "positions_angstrom": [[-1.18938, -0.85434, -2.13126], [-0.19787, -0.18525, -1.58943], [1.00641, 0.63300, -2.54137], [1.96482, 0.91475, -1.18856], [1.43112, 0.62805, 0.02626], [0.15451, -0.07713, -0.10918], [-1.05381, 0.11394, 0.84047], [-0.96991, 1.09519, 1.88124], [-0.18510, -1.38937, 0.95924], [0.68287, -1.52514, 2.05295], [-0.96097, -2.52124, 0.45524], [-1.04269, -1.07352, -3.21731], [-1.65100, -1.60090, -1.50971], [2.96209, 1.33633, -1.27597], [2.07552, 0.59147, 0.87140], [-0.67205, 2.01673, 1.48926], [-1.97767, 1.32990, 2.43536], [-0.37690, 0.56752, 2.55135]]}

***

{"formula": "C43H44AsFeNOP2S2", "method": "ωB97M-V/def2-TZVPD", "total_charge": -1, "spin_multiplicity": 2, "de_lowest_kj_mol": 0.0, "e_lumo_ev": [2.592, 2.594], "s2": 0.768, "e_tot_ha": -6773.61710, "species": ["Fe", "S", "P", "C", "P", "S", "C", "C", "C", "C", "C", "C", "C", "C", "C", "C", "C", "C", "C", "C", "C", "C", "C", "C", "C", "C", "C", "C", "C", "C", "H", "H", "H", "H", "H", "H", "H", "H", "H", "H", "H", "H", "H", "H", "H", "H", "H", "H", "H", "H", "N", "C", "O", "C", "C", "H", "H", "H", "H", "H", "H", "C", "C", "C", "C", "C", "C", "H", "H", "H", "H", "H", "C", "As", "C", "C", "C", "C", "C", "C", "C", "C", "H", "H", "H", "H", "H", "H", "H", "H", "H", "H", "H", "H", "H"], "positions_angstrom": [[0.09792, -0.05074, 0.32692], [-1.43504, -0.37546, -3.70807], [0.18266, 0.56907, -2.98531], [0.29811, 1.05034, -1.36013], [-0.33317, 2.48004, -0.75373], [-0.90593, 2.01997, 1.13493], [0.83914, 3.88558, -0.61721], [2.08827, 3.79979, -1.21327], [2.98868, 4.85157, -1.11053], [2.63998, 5.99125, -0.40077], [1.39356, 6.07602, 0.21593], [0.50087, 5.02676, 0.10950], [-1.71279, 3.27165, -1.66702], [-1.59063, 4.48764, -2.33055], [-2.65951, 5.00544, -3.04736], [-3.85589, 4.30410, -3.11286], [-3.98319, 3.08481, -2.45740], [-2.91946, 2.57306, -1.73809], [0.52450, 1.99581, -4.10432], [-0.49605, 2.56865, -4.85706], [-0.23721, 3.65108, -5.68368], [1.04757, 4.16668, -5.77438], [2.07702, 3.59588, -5.03373], [1.81373, 2.51882, -4.20621], [1.63967, -0.49587, -3.31696], [1.77731, -1.15165, -4.53857], [2.86238, -1.97602, -4.76801], [3.81385, -2.16975, -3.76704], [3.68077, -1.51946, -2.55021], [2.60121, -0.67285, -2.32994], [2.35965, 2.87697, -1.71129], [3.96501, 4.77039, -1.56867], [3.34218, 6.81163, -0.31389], [1.12661, 6.95738, 0.78376], [-0.46348, 5.07961, 0.60276], [-0.65356, 5.02916, -2.30959], [-2.54940, 5.94946, -3.56528], [-4.68854, 4.70327, -3.67932], [-4.90855, 2.52667, -2.51588], [-3.01288, 1.62107, -1.23054], [-1.49424, 2.15275, -4.78395], [-1.04325, 4.09264, -6.25509], [1.25035, 5.00988, -6.42255], [3.08271, 3.98785, -5.10500], [2.62149, 2.06569, -3.64332], [1.00941, -1.02946, -5.29358], [2.96574, -2.48043, -5.71974], [4.65617, -2.82810, -3.94128], [4.40833, -1.66551, -1.76320], [2.48232, -0.16303, -1.38074], [0.08871, -3.05690, -2.31363], [-0.18505, -2.37292, -1.18150], [0.73447, -1.89559, -0.48938], [-1.60133, -2.23370, -0.70821], [-1.76656, -0.83125, -0.13805], [1.02370, -2.92003, -2.67766], [-0.64829, -3.06319, -3.00785], [-1.70579, -2.99357, 0.07896], [-2.30275, -2.48841, -1.50663], [-2.52728, -0.81070, 0.64450], [-2.10223, -0.17649, -0.94349], [4.77584, 0.46294, 1.68634], [3.94476, 1.56570, 1.55295], [2.61273, 1.40071, 1.20101], [2.03948, 0.15144, 0.93566], [2.90794, -0.93809, 1.09441], [4.24024, -0.79596, 1.45930], [5.81420, 0.58170, 1.96725], [4.33126, 2.56169, 1.73461], [1.98995, 2.28857, 1.15083], [2.54141, -1.94097, 0.90633], [4.86540, -1.67579, 1.56358], [0.88086, -0.13422, 3.93698], [-0.19389, -0.88711, 2.50255], [-1.93991, -0.70690, 3.34511], [0.22972, -2.80734, 2.75736], [-0.58116, -3.49059, 3.80442], [-0.13676, -3.56096, 5.12259], [-0.91694, -4.14631, 6.10884], [-2.15646, -4.68406, 5.79235], [-2.60718, -4.62826, 4.48072], [-1.82921, -4.03632, 3.50107], [0.66308, -0.64270, 4.87937], [0.63175, 0.92526, 4.02268], [1.93536, -0.22525, 3.67846], [-1.89542, -1.03154, 4.38718], [-2.68853, -1.29094, 2.81076], [-2.21612, 0.34758, 3.28815], [1.29462, -2.82286, 3.00788], [0.11517, -3.27284, 1.77569], [0.83207, -3.14693, 5.37598], [-0.55292, -4.18498, 7.12629], [-2.76477, -5.14365, 6.55894], [-3.57170, -5.04364, 4.22091], [-2.19270, -3.98579, 2.48219]]}